This record from OMol25 describes a structure of composition C26H28CaN7O3. The level of theory is wB97M-V/def2-TZVPD.

```
65
Properties=species:S:1:pos:R:3:nbo_charge:R:1
Ca -0.459 0.950 -0.114 1.77
O -1.481 -3.444 -1.223 -0.69
C -0.186 -3.837 -1.239 0.42
C 0.052 -5.211 -1.210 -0.30
C 1.342 -5.695 -1.226 -0.15
C 2.427 -4.821 -1.273 -0.26
C 2.197 -3.464 -1.308 -0.13
C 0.897 -2.940 -1.291 -0.27
C 0.695 -1.470 -1.308 0.58
O -0.520 -1.034 -1.117 -0.93
N 1.746 -0.731 -1.535 -0.45
N 1.562 0.656 -1.487 -0.40
C 2.458 1.242 -2.186 0.10
C 2.575 2.675 -2.465 0.12
C 3.402 3.039 -3.526 -0.20
C 3.488 4.373 -3.887 -0.15
C 2.757 5.305 -3.173 -0.23
C 1.983 4.857 -2.112 0.05
N 1.889 3.579 -1.760 -0.44
H -1.462 -2.464 -1.209 0.50
H -0.801 -5.875 -1.175 0.23
H 1.510 -6.764 -1.200 0.22
H 3.439 -5.203 -1.286 0.22
H 3.022 -2.768 -1.351 0.23
H 3.177 0.606 -2.699 0.20
H 3.960 2.284 -4.061 0.23
H 4.118 4.677 -4.712 0.24
H 2.789 6.357 -3.415 0.24
H 1.423 5.563 -1.508 0.20
C -2.840 0.068 -2.611 -0.19
C -3.482 0.379 -1.419 -0.16
C -3.276 1.620 -0.822 -0.30
C -2.424 2.549 -1.422 -0.31
C -1.767 2.224 -2.608 -0.24
C -1.981 0.985 -3.201 -0.18
H -3.000 -0.897 -3.073 0.24
H -4.155 -0.337 -0.964 0.23
H -3.813 1.886 0.082 0.24
H -2.307 3.534 -0.986 0.24
H -1.119 2.953 -3.078 0.24
H -1.477 0.735 -4.125 0.24
O 1.727 2.997 1.135 -0.45
C 0.891 3.094 0.388 0.44
C 0.464 0.401 3.168 -0.08
N 0.222 -0.121 4.495 -0.45
C 0.162 -1.586 4.419 -0.08
N -0.902 -2.034 3.517 -0.45
C -0.648 -1.505 2.194 -0.09
N -0.598 -0.006 2.200 -0.60
C -1.900 0.475 2.746 -0.09
N -2.167 -0.038 4.073 -0.45
C -1.075 0.374 4.963 -0.08
C -2.178 -1.506 4.004 -0.08
H 1.424 0.034 2.796 0.21
H 0.497 1.493 3.210 0.20
H -0.023 -1.985 5.416 0.21
H 1.120 -1.967 4.063 0.21
H -1.437 -1.824 1.509 0.21
H 0.305 -1.880 1.816 0.22
H -2.700 0.157 2.069 0.20
H -1.878 1.570 2.784 0.19
H -1.269 -0.017 5.961 0.22
H -1.046 1.464 5.016 0.20
H -2.979 -1.830 3.337 0.20
H -2.372 -1.902 5.000 0.21
```

Calculated values
F_max: 0.99 eV/A
charge: +1
HOMO: -10.36 eV
ΔE to the lowest compared entry with this formula, charge and spin: 123.1 kJ/mol
2S+1: 1


This record from OMol25 describes a structure of composition C26H28Cl2N3O9W. The level of theory is wB97M-V/def2-TZVPD.

```
69
Properties=species:S:1:pos:R:3:nbo_charge:R:1
W -0.276 -1.376 0.714 1.79
C 2.696 1.035 1.660 -0.68
C 1.741 0.396 2.598 0.47
N 0.758 -0.463 2.328 -0.55
C 0.122 -0.754 3.526 -0.02
C 0.719 -0.066 4.525 0.05
N 1.731 0.632 3.918 -0.46
C 0.494 0.136 5.989 0.76
O -0.470 -0.558 6.556 -0.63
O 1.185 0.939 6.556 -0.55
C -1.010 -1.698 3.512 0.79
O -1.591 -2.036 4.513 -0.56
O -1.298 -2.132 2.289 -0.75
H 2.614 0.582 0.678 0.27
H 3.716 0.918 2.028 0.26
H 2.482 2.103 1.584 0.26
H 2.335 1.260 4.434 0.47
H -0.933 -1.142 5.908 0.52
Cl -1.428 -3.339 -0.476 0.17
C -0.199 -4.469 0.175 -0.35
Cl 0.941 -3.543 1.214 0.15
H 0.368 -4.865 -0.658 0.28
H -0.696 -5.208 0.790 0.26
C -1.055 -0.645 -2.914 -0.57
C -2.500 -0.226 -2.654 -0.26
C -3.409 -1.386 -2.238 -0.60
C -2.683 0.939 -1.700 0.04
C -3.444 2.007 -2.173 -0.21
C -3.787 3.077 -1.368 -0.19
C -3.357 3.086 -0.055 -0.22
C -2.572 2.062 0.468 0.04
C -2.131 2.209 1.911 -0.26
C -2.580 1.051 2.805 -0.59
C -0.641 2.534 1.992 -0.59
C -2.238 1.003 -0.378 0.20
O -1.432 -0.027 0.121 -0.70
H -1.012 -1.331 -3.763 0.22
H -0.613 -1.168 -2.069 0.16
H -0.425 0.216 -3.142 0.22
H -2.880 0.137 -3.609 0.22
H -3.267 -1.634 -1.186 0.18
H -3.228 -2.276 -2.846 0.22
H -4.459 -1.113 -2.345 0.23
H -3.791 1.974 -3.198 0.22
H -4.389 3.887 -1.757 0.23
H -3.624 3.910 0.596 0.22
H -2.652 3.092 2.282 0.22
H -2.265 0.081 2.423 0.18
H -3.669 1.025 2.866 0.23
H -2.196 1.172 3.821 0.21
H -0.050 1.804 1.446 0.17
H -0.303 2.570 3.032 0.20
H -0.445 3.508 1.540 0.23
O 1.380 -2.879 -1.626 -0.63
C 1.761 -1.746 -1.446 0.79
O 1.355 -0.994 -0.403 -0.80
C 2.713 -1.076 -2.371 -0.10
C 3.402 -1.870 -3.281 -0.16
C 4.281 -1.289 -4.178 -0.19
C 4.432 0.083 -4.147 0.05
C 3.751 0.899 -3.266 -0.19
C 2.885 0.305 -2.363 -0.19
N 5.374 0.713 -5.112 0.53
O 5.967 -0.026 -5.865 -0.35
O 5.477 1.918 -5.076 -0.36
H 3.246 -2.940 -3.279 0.24
H 4.841 -1.874 -4.892 0.26
H 3.904 1.968 -3.299 0.26
H 2.329 0.916 -1.665 0.23
```

Calculated values
F_max: 1.23 eV/A
charge: +1
HOMO (alpha / beta): -11.44 / -11.76 eV
2S+1: 3


This record from OMol25 describes the ion C26H28Cl2N5O2 with charge +1. The level of theory is wB97M-V/def2-TZVPD.

```
63
Properties=species:S:1:pos:R:3:nbo_charge:R:1
C -0.736 4.338 -4.820 -0.64
C -1.615 3.135 -4.513 -0.22
N -3.012 3.448 -4.085 -0.38
H -3.335 2.630 -3.518 0.47
C -3.126 4.535 -3.083 -0.26
H -3.372 5.485 -3.552 0.24
H -2.173 4.623 -2.560 0.24
C -4.205 4.096 -2.070 -0.08
O -4.039 2.726 -1.809 -0.52
C -3.030 2.309 -0.930 0.21
C -2.283 3.142 -0.114 -0.29
C -1.310 2.599 0.706 -0.23
C -1.057 1.226 0.721 0.24
C -1.819 0.398 -0.108 -0.27
C -2.790 0.938 -0.921 -0.18
H -3.392 0.301 -1.550 0.22
H -1.635 -0.663 -0.096 0.27
N -0.069 0.754 1.556 -0.59
C 0.422 -0.508 1.731 0.58
N 1.371 -0.583 2.659 -0.53
C 1.911 -1.778 2.884 0.47
N 2.873 -1.875 3.829 -0.40
C 3.510 -3.077 4.152 0.65
O 4.333 -3.115 5.042 -0.58
C 3.097 -4.244 3.366 -0.14
C 2.125 -4.169 2.431 -0.10
C 1.496 -2.925 2.160 -0.23
C 0.494 -2.706 1.217 0.16
N -0.040 -1.521 0.996 -0.54
H 0.109 -3.519 0.614 0.20
H 1.825 -5.042 1.870 0.23
C 3.802 -5.501 3.677 -0.03
C 3.150 -6.581 4.267 -0.03
C 3.829 -7.742 4.596 -0.23
C 5.184 -7.834 4.333 -0.18
C 5.859 -6.782 3.738 -0.22
C 5.165 -5.629 3.415 -0.02
Cl 5.984 -4.332 2.630 0.03
H 6.913 -6.851 3.524 0.23
H 5.719 -8.734 4.593 0.23
H 3.299 -8.559 5.058 0.23
Cl 1.463 -6.459 4.616 0.02
C 3.252 -0.681 4.557 -0.42
H 4.018 -0.964 5.276 0.26
H 2.384 -0.271 5.071 0.21
H 3.640 0.065 3.864 0.21
H 0.377 1.429 2.164 0.41
H -0.740 3.255 1.346 0.22
H -2.446 4.208 -0.080 0.22
H -4.161 4.708 -1.167 0.22
H -5.209 4.190 -2.494 0.21
C -4.000 3.553 -5.198 -0.22
C -3.710 4.627 -6.232 -0.64
H -3.570 5.605 -5.781 0.22
H -4.567 4.694 -6.898 0.25
H -2.845 4.380 -6.840 0.22
H -4.975 3.737 -4.743 0.22
H -4.039 2.579 -5.692 0.23
H -1.683 2.492 -5.392 0.22
H -1.150 2.559 -3.708 0.24
H -0.517 4.923 -3.932 0.22
H 0.211 3.969 -5.205 0.25
H -1.166 4.992 -5.569 0.22
```

Calculated values
F_max: 0.87 eV/A
charge: +1
HOMO: -9.91 eV
ΔE to the lowest compared entry with this formula, charge and spin: 1.3 kJ/mol
SMILES: CC[NH+](CC)CCOc1ccc(Nc2ncc3cc(-c4c(Cl)cccc4Cl)c(=O)n(C)c3n2)cc1
2S+1: 1


This record from OMol25 describes a structure of composition C26H28Cl3IrN9OS. The level of theory is wB97M-V/def2-TZVPD.

```
69
Properties=species:S:1:pos:R:3:nbo_charge:R:1
Ir -1.463 0.060 1.733 1.23
C -6.950 -0.459 2.682 -0.43
N -5.755 0.363 2.668 -0.37
C -5.959 1.800 2.755 -0.43
C -4.516 -0.145 2.592 0.67
N -3.462 0.585 2.329 -0.87
N -4.412 -1.506 2.812 -0.60
C -3.319 -2.340 2.782 0.65
N -3.544 -3.560 3.286 -0.77
N -2.183 -1.989 2.263 -0.87
H -7.746 0.070 2.163 0.25
H -7.287 -0.654 3.702 0.23
H -6.798 -1.399 2.154 0.21
H -6.989 1.998 3.041 0.25
H -5.776 2.295 1.797 0.21
H -5.319 2.231 3.526 0.23
H -3.691 1.571 2.229 0.40
H -5.239 -1.922 3.226 0.43
H -4.437 -3.844 3.656 0.42
H -2.803 -4.240 3.341 0.43
H -1.489 -2.728 2.303 0.39
Cl 4.228 -5.213 -1.797 0.09
C 4.105 -3.546 -1.429 -0.02
C 5.249 -2.810 -1.103 -0.21
C 5.133 -1.459 -0.841 -0.19
C 3.902 -0.806 -0.881 -0.04
C 3.858 0.694 -0.684 0.07
C 3.893 1.089 0.824 -0.24
N 2.747 0.592 1.536 -0.31
C 2.756 -0.381 2.490 -0.05
C 1.459 -0.595 2.848 -0.06
N 0.653 0.237 2.118 -0.58
C 1.468 0.944 1.346 0.22
O 4.980 1.215 -1.359 -0.51
C 4.891 2.552 -1.799 -0.11
C 3.820 2.771 -2.830 -0.03
C 3.632 1.954 -3.946 -0.11
Cl 4.570 0.632 -4.401 0.32
S 2.286 2.496 -4.924 0.58
C 2.011 3.793 -3.856 -0.20
C 2.889 3.815 -2.795 -0.22
C 2.771 -1.568 -1.185 -0.06
Cl 1.210 -0.828 -1.266 -0.03
C 2.859 -2.917 -1.472 -0.24
H 6.215 -3.291 -1.078 0.26
H 6.014 -0.874 -0.630 0.24
H 2.929 1.088 -1.121 0.18
H 3.933 2.181 0.899 0.22
H 4.799 0.681 1.275 0.25
H 3.658 -0.836 2.841 0.26
H 1.075 -1.273 3.584 0.24
H 1.154 1.720 0.676 0.21
H 5.875 2.759 -2.233 0.26
H 4.738 3.247 -0.963 0.20
H 1.235 4.506 -4.059 0.28
H 2.877 4.578 -2.036 0.27
H 1.980 -3.481 -1.748 0.25
N -2.219 -3.098 -3.819 -0.18
C -2.155 -2.085 -3.295 0.21
C -2.021 -0.847 -2.608 -0.16
C -1.880 0.363 -3.288 -0.09
C -1.721 1.518 -2.541 -0.23
C -1.688 1.434 -1.158 0.05
N -1.817 0.274 -0.510 -0.52
C -1.993 -0.842 -1.213 0.10
H -1.904 0.390 -4.367 0.26
H -1.631 2.476 -3.025 0.24
H -1.567 2.328 -0.559 0.22
H -2.123 -1.763 -0.660 0.24
```

Calculated values
F_max: 1.61 eV/A
charge: +3
HOMO (alpha / beta): -15.55 / -15.55 eV
ΔE to the lowest compared entry with this formula, charge and spin: 17.2 kJ/mol
2S+1: 5


This record from OMol25 describes a structure of composition C26H28F6IN2P2W. The level of theory is wB97M-V/def2-TZVPD.

```
66
Properties=species:S:1:pos:R:3:nbo_charge:R:1
W 0.119 -1.312 0.928 1.49
N -1.344 -0.311 2.199 -0.82
C -2.661 -0.948 2.655 -0.21
C -2.570 -2.448 2.895 -0.44
C -2.816 -3.270 1.612 -0.44
C -1.682 -4.159 1.137 -0.22
N -0.314 -3.481 1.191 -0.87
H -0.798 -0.145 3.047 0.43
H -1.564 0.620 1.848 0.42
H -3.398 -0.719 1.887 0.22
H -2.945 -0.410 3.558 0.26
H -3.319 -2.703 3.645 0.29
H -1.619 -2.684 3.380 0.21
H -3.100 -2.592 0.805 0.19
H -3.683 -3.916 1.747 0.29
H -1.842 -4.483 0.109 0.23
H -1.592 -5.060 1.742 0.26
H 0.318 -4.041 0.616 0.43
H 0.044 -3.613 2.139 0.44
I -1.431 -1.644 -1.408 0.61
C -2.286 0.113 -2.160 -0.06
C -3.533 -0.179 -2.729 -0.20
C -4.200 0.794 -3.446 -0.10
C -3.594 2.051 -3.609 0.03
C -2.349 2.333 -3.033 -0.14
C -1.790 3.601 -3.270 0.06
C -0.541 3.939 -2.730 -0.13
C 0.107 3.033 -1.919 -0.15
C -0.409 1.744 -1.651 -0.22
P 0.667 0.785 -0.488 1.09
C 1.422 2.029 0.526 -0.48
C 0.587 2.851 1.295 -0.21
C 1.150 3.819 2.110 -0.18
C 2.535 3.965 2.153 -0.12
C 3.359 3.153 1.385 -0.19
C 2.810 2.173 0.568 -0.12
C 1.845 -0.127 -1.495 -0.47
C 2.521 0.416 -2.584 -0.15
C 3.395 -0.375 -3.324 -0.15
C 3.587 -1.709 -2.994 -0.11
C 2.912 -2.281 -1.914 -0.20
C 2.066 -1.473 -1.187 -0.04
C -1.642 1.359 -2.245 -0.05
H -3.983 -1.159 -2.625 0.27
H -5.167 0.583 -3.886 0.29
H -4.093 2.816 -4.193 0.28
H -2.332 4.315 -3.881 0.27
H -0.103 4.909 -2.930 0.29
H 1.041 3.334 -1.463 0.27
H -0.496 2.774 1.232 0.21
H 0.519 4.469 2.700 0.26
H 2.974 4.724 2.788 0.27
H 4.432 3.282 1.419 0.27
H 3.459 1.532 -0.016 0.23
H 2.383 1.454 -2.863 0.24
H 3.930 0.056 -4.161 0.27
H 4.268 -2.319 -3.574 0.28
H 3.075 -3.317 -1.651 0.26
H 1.586 -1.989 -0.319 0.08
F 0.635 -1.747 2.942 -0.59
P 2.499 -1.510 3.087 2.69
F 1.837 -0.451 1.531 -0.59
F 2.120 -0.235 3.856 -0.50
F 2.590 -2.460 4.270 -0.49
F 3.934 -1.107 2.769 -0.49
F 2.471 -2.648 1.979 -0.53
```

Calculated values
F_max: 1.19 eV/A
charge: +4
HOMO (alpha / beta): -20.06 / -20.07 eV
ΔE to the lowest compared entry with this formula, charge and spin: 153.5 kJ/mol
2S+1: 4


This record from OMol25 describes a structure of composition C26H28IMgN6O3. The level of theory is wB97M-V/def2-TZVPD.

```
65
Properties=species:S:1:pos:R:3:nbo_charge:R:1
Mg -0.628 0.560 0.275 1.79
C -3.034 -2.020 3.224 -0.65
C -1.545 -2.171 3.142 0.17
N -0.974 -3.140 3.814 -0.38
C 0.363 -3.283 3.769 -0.02
C 1.197 -2.423 3.103 -0.04
C 2.684 -2.686 3.124 -0.09
O 3.458 -1.649 3.716 -0.72
C 0.617 -1.335 2.391 -0.24
C 1.484 -0.315 1.862 0.20
N 1.130 0.754 1.219 -0.68
C 2.161 1.651 0.838 0.16
C 3.190 1.209 0.002 -0.26
C 4.177 2.073 -0.442 -0.20
C 4.167 3.398 -0.039 -0.20
C 3.182 3.849 0.826 -0.21
C 2.190 2.984 1.262 -0.20
I 0.865 3.659 2.748 0.17
C -0.799 -1.249 2.341 0.38
O -1.439 -0.376 1.617 -0.95
H -3.447 -2.869 3.761 0.24
H -3.478 -1.952 2.230 0.22
H -3.286 -1.102 3.761 0.22
H 0.765 -4.129 4.316 0.20
H 3.061 -2.793 2.105 0.18
H 2.860 -3.635 3.637 0.19
H 3.194 -1.551 4.637 0.48
H 2.539 -0.423 2.117 0.22
H 3.198 0.167 -0.295 0.21
H 4.953 1.707 -1.100 0.23
H 4.945 4.075 -0.366 0.23
H 3.196 4.870 1.180 0.24
N -3.552 0.733 -6.572 -0.21
C -3.117 0.758 -5.510 0.23
C -2.563 0.778 -4.189 -0.10
C -1.485 1.611 -3.895 -0.19
C -0.980 1.592 -2.609 0.04
N -1.477 0.812 -1.648 -0.55
C -2.507 0.014 -1.935 0.06
C -3.087 -0.038 -3.188 -0.20
H -1.064 2.257 -4.652 0.25
H -0.152 2.235 -2.328 0.21
H -2.871 -0.602 -1.120 0.22
H -3.926 -0.688 -3.387 0.25
C -3.832 3.005 -0.383 -0.64
C -2.603 3.263 0.471 -0.06
O -1.854 2.069 0.747 -0.83
H -4.350 3.945 -0.572 0.24
H -4.524 2.324 0.115 0.22
H -3.552 2.575 -1.345 0.20
H -2.887 3.727 1.416 0.19
H -1.924 3.944 -0.041 0.19
H -2.274 1.580 1.477 0.52
C 2.227 -2.604 -3.380 -0.41
N 1.318 -2.282 -2.295 -0.32
C 0.453 -3.143 -1.672 -0.07
C -0.223 -2.399 -0.749 -0.09
N 0.213 -1.099 -0.802 -0.62
C 1.138 -1.068 -1.742 0.18
H 2.686 -3.574 -3.206 0.23
H 3.008 -1.850 -3.433 0.22
H 1.697 -2.633 -4.331 0.22
H 0.400 -4.188 -1.923 0.24
H -0.976 -2.715 -0.046 0.23
H 1.691 -0.193 -2.048 0.21
```

Calculated values
F_max: 1.31 eV/A
charge: +1
HOMO: -10.64 eV
ΔE to the lowest compared entry with this formula, charge and spin: 43.5 kJ/mol
2S+1: 1


This record from OMol25 describes a structure of composition C26H28MgN2S2Si. The level of theory is wB97M-V/def2-TZVPD.

```
60
Properties=species:S:1:pos:R:3:nbo_charge:R:1
C 1.149 1.129 1.422 -0.35
C 0.390 1.361 0.263 -0.25
C -0.872 1.883 0.625 -0.38
H 0.757 1.261 -0.755 0.24
C -0.902 1.976 2.049 -0.56
C 0.370 1.529 2.533 -0.48
H 0.723 1.659 3.553 0.21
H 2.192 0.831 1.447 0.22
H -1.607 2.286 -0.060 0.24
H -1.664 2.483 2.647 0.22
Mg -1.128 -0.277 2.151 1.77
C -1.813 -1.495 -1.488 -1.10
H -1.757 -1.078 -0.480 0.15
H -1.728 -2.593 -1.475 0.20
H -2.796 -1.254 -1.905 0.21
Si -0.426 -0.770 -2.776 1.18
C 1.535 -0.604 -3.077 -0.38
C 2.188 0.622 -2.958 -0.21
H 1.614 1.526 -2.720 0.19
C 3.576 0.696 -3.124 -0.23
H 4.081 1.655 -3.022 0.20
C 4.313 -0.455 -3.412 -0.27
H 5.392 -0.400 -3.541 0.20
C 3.658 -1.687 -3.521 -0.21
H 4.234 -2.584 -3.746 0.19
C 2.271 -1.766 -3.332 -0.27
H 1.750 -2.731 -3.396 0.19
C -1.206 0.878 -3.209 -0.45
C -0.742 1.581 -4.332 -0.13
H 0.128 1.205 -4.876 0.21
C -1.393 2.745 -4.757 -0.24
H -0.988 3.301 -5.608 0.21
C -2.550 3.183 -4.101 -0.23
H -3.087 4.063 -4.467 0.21
C -3.026 2.485 -2.984 -0.22
H -3.924 2.820 -2.457 0.20
C -2.347 1.347 -2.541 -0.22
H -2.729 0.816 -1.668 0.20
H 0.199 -0.699 -1.406 -0.32
H -0.421 -1.444 -4.084 -0.21
C -2.099 1.882 5.254 -0.68
C -1.277 0.642 5.310 0.15
N -1.060 -0.235 4.347 -0.61
C -0.220 -1.294 4.783 0.09
C 0.134 -1.203 6.119 -0.40
S -0.506 0.231 6.855 0.46
C 0.301 -2.234 3.823 0.08
C 1.150 -3.292 4.071 -0.41
S 1.635 -4.089 2.618 0.49
C 0.685 -2.925 1.698 0.17
N 0.044 -2.039 2.447 -0.66
C 0.625 -2.981 0.220 -0.69
H -2.502 2.063 6.261 0.24
H -1.462 2.739 4.984 0.26
H -2.934 1.778 4.553 0.25
H 0.773 -1.933 6.612 0.25
H 1.468 -3.580 5.066 0.25
H 1.333 -2.250 -0.205 0.30
H 0.894 -3.997 -0.104 0.23
H -0.393 -2.769 -0.126 0.28
```

Calculated values
F_max: 2.75 eV/A
charge: 0
HOMO: -5.17 eV
ΔE to the lowest compared entry with this formula, charge and spin: 0.0 kJ/mol
2S+1: 1


One value per record, in order, for E_tot: -62424.506 -77179.351 -64002.362 -94089.770 -75167.609 -56042.718 -65385.973 eV.